Molecular formula: C22H12N6O2S2Se3TaTe
Method: DFT, ωB97M-V/def2-TZVPD

```
49
Properties=species:S:1:pos:R:3:forces:R:3
Ta 0.112002 -0.076338 -1.210219 1.33 -0.29 0.74
Te -0.382350 -1.094863 -5.485989 0.48 0.22 0.19
Se -1.072219 -1.112033 -3.069466 -1.33 -1.06 -2.05
Se 1.524708 0.572374 -5.122384 -0.42 -0.05 0.00
Se 2.154168 -0.037129 -2.984901 -0.03 -0.16 -0.08
S -1.903427 1.543302 -1.496256 0.32 0.23 0.44
S -1.885813 -0.994901 -0.068948 -0.15 0.08 -0.04
O 1.235977 3.787239 0.321470 0.18 -0.11 -0.30
O 2.664759 -2.312312 1.497376 0.09 0.02 0.09
N -5.365873 -1.340882 1.005804 0.06 0.12 -0.08
N -0.854650 1.594724 1.789604 -0.10 -0.10 -0.02
N 0.105325 -2.889758 -0.810383 0.06 0.27 0.41
N -5.502436 2.569311 -1.057915 0.08 -0.12 0.04
N 1.055205 1.570091 -0.362767 0.16 0.50 0.19
N 1.735360 -0.916912 -0.086396 -0.26 0.37 0.08
C 5.142277 0.615839 -0.032376 0.02 0.01 -0.01
C -1.904185 1.566077 2.610754 0.01 -0.04 -0.04
C 2.817904 0.002638 -0.048673 0.09 0.29 0.14
C -0.767701 -3.817161 -1.188251 -0.06 -0.05 -0.17
C -4.895471 1.637751 -0.752288 -0.03 0.06 -0.01
C -2.550553 3.782382 2.020502 0.00 0.05 -0.04
C -2.782878 2.626418 2.754421 -0.01 -0.07 0.04
C 3.470706 2.297579 -0.443633 -0.02 -0.18 -0.02
C -1.450446 3.832235 1.187954 0.00 0.07 -0.07
C -0.933707 -5.009653 -0.505044 0.05 -0.01 0.01
C 2.473378 1.336456 -0.302217 -0.12 0.17 0.39
C -0.649746 2.701451 1.088754 0.07 -0.38 0.08
C -4.827422 -0.522634 0.396710 -0.02 0.00 0.00
C -0.164223 -5.242951 0.626125 -0.03 -0.03 -0.04
C -4.149245 0.489889 -0.350293 0.10 -0.09 0.06
C 0.741833 -4.278397 1.023673 0.03 -0.03 0.06
C 0.617745 2.743663 0.271205 -0.08 0.11 -0.03
C -2.802140 0.379925 -0.617178 -0.28 0.23 0.25
C 4.156363 -0.348066 0.088870 -0.04 -0.21 -0.02
C 0.833534 -3.116034 0.273759 -0.02 -0.13 -0.01
C 4.801132 1.930925 -0.304535 -0.04 0.06 -0.03
C 1.834671 -2.066812 0.641710 0.03 0.03 -0.11
H 3.210012 3.313138 -0.670614 -0.09 0.12 -0.01
H 5.571251 2.684713 -0.420552 -0.02 -0.04 0.01
H -3.629145 2.541136 3.424167 0.01 0.01 -0.05
H -1.350455 -3.587138 -2.072560 0.00 0.04 0.02
H 4.418597 -1.374829 0.293489 0.00 0.03 -0.02
H -2.049710 0.642324 3.163174 -0.01 0.05 -0.02
H -1.210314 4.705748 0.597354 -0.02 -0.02 0.03
H -3.223729 4.628247 2.090700 0.02 -0.03 0.02
H -1.659437 -5.732035 -0.854214 0.02 0.02 0.00
H -0.270198 -6.164189 1.185722 -0.01 0.03 0.00
H 1.378862 -4.390999 1.889149 -0.01 0.01 -0.01
H 6.181707 0.330447 0.075604 -0.02 0.00 0.00
```
Forces are in eV/Å.

Its HOMO-LUMO gap is 5.51 eV. The LUMO energy is 0.84 eV. The value obtained for the largest force on an atom is 2.66 eV/A. The value obtained for the highest occupied orbital energy is -4.67 eV. Its charge is -1. Its total energy is -262604.5072 eV. As for the multiplicity: 1.

These are the natural (NBO) partial charges, in e, on atoms 1 to 5:
1 Ta 1.344
2 Te 0.190
3 Se -0.335
4 Se -0.158
5 Se -0.215

---

Molecular formula: C22H13Cl5CoN4O
Method: DFT, ωB97M-V/def2-TZVPD

```
46
Properties=species:S:1:pos:R:3:forces:R:3
Co -0.713305 0.766446 0.432602 0.10 0.01 0.01
Cl -0.874917 -3.313987 -0.125977 -1.87 0.22 0.01
Cl 3.816166 -4.151069 0.349405 0.17 -0.07 -0.03
Cl 1.741720 -6.177455 1.393104 0.03 0.05 0.03
Cl 0.963127 -3.276729 -2.507979 -1.23 -0.68 -1.14
Cl 3.128730 -0.364059 -0.628096 -0.05 0.05 -0.01
O -2.295767 1.790130 0.471767 0.16 -0.14 -0.06
N 0.429525 2.328417 0.310201 -0.03 -0.04 0.05
N 1.872455 3.955667 0.657563 -0.02 -0.01 0.02
N -1.720029 -0.841862 0.353238 0.01 1.15 0.00
N -3.330687 -2.372337 -0.122127 0.32 -0.61 0.07
C -4.536931 2.333500 0.494768 0.06 -0.04 0.01
C 1.203862 4.809920 -2.886011 0.01 0.01 0.00
C -5.323293 -0.293328 0.083320 -0.04 -0.01 -0.01
C -2.996296 -1.091961 0.141730 -0.56 -0.03 0.20
C -3.511614 1.349191 0.395999 -0.02 0.00 0.07
C 1.224938 2.896807 1.180433 0.04 -0.02 0.00
C -3.931901 -0.018869 0.211535 -0.07 -0.03 -0.08
C -6.265264 0.681304 0.167400 0.02 0.06 0.02
C 1.739387 -2.727353 -0.717295 -0.60 -0.55 1.94
C 1.469079 4.089051 -0.661100 0.00 0.01 0.02
C -0.627044 -1.552915 0.323756 2.12 1.02 0.63
C 1.811649 4.992416 -1.661839 -0.01 -0.01 -0.01
C 2.175918 -3.894105 0.066605 -0.11 0.51 -0.61
C -5.855452 2.017004 0.389767 -0.03 -0.04 -0.01
C 1.704750 -1.316487 -0.383799 0.96 0.63 0.26
C -0.052422 2.881417 -2.109954 -0.01 0.00 -0.02
C -0.262519 -4.801418 0.775209 1.87 -0.20 -0.12
C 0.286514 3.768645 -3.108446 0.01 0.00 0.00
C 1.152061 -4.730054 0.609627 0.03 -0.96 0.62
C 0.594873 -0.807745 0.241581 -0.90 -0.88 -1.17
C 0.556234 3.056701 -0.869324 0.03 0.03 -0.01
C -2.576141 -3.528683 -0.404871 -2.05 -0.38 -0.20
H -5.671460 -1.306219 -0.076876 0.04 0.00 0.01
H -4.207761 3.350624 0.656510 0.00 0.01 -0.01
H -0.767402 2.086741 -2.283530 -0.02 0.01 0.02
H -0.162576 3.667412 -4.086834 -0.01 0.00 0.00
H -4.311413 -2.598805 -0.172694 -0.04 0.05 -0.12
H -7.314228 0.441207 0.072856 0.00 -0.01 0.01
H 2.531346 4.533782 1.150337 -0.01 0.01 0.00
H 2.515008 5.796118 -1.493043 0.01 0.00 0.00
H -6.602690 2.795100 0.475669 0.01 0.01 -0.02
H 0.732662 -2.920307 -0.581550 -0.61 0.33 0.82
H -0.424356 -3.599605 -1.817648 2.31 0.54 -1.18
H 1.437693 5.485188 -3.697455 0.00 0.00 0.00
H 1.367968 2.568963 2.197069 0.00 0.00 0.00
```
Forces are in eV/Å.

Its HOMO-LUMO gap (spin up / spin down) is 5.97 / 5.36 eV. The LUMO energy (spin up / spin down) is -4.14 / -5.56 eV. The value obtained for the largest force on an atom is 2.65 eV/A. The value obtained for the highest occupied orbital energy (spin up / spin down) is -10.11 / -10.92 eV. Its charge is +1. Its total energy is -131249.3082 eV. As for the multiplicity: 5.

These are the natural (NBO) partial charges, in e, on atoms 1 to 5:
1 Co 1.131
2 Cl 0.643
3 Cl 0.160
4 Cl 0.096
5 Cl 0.032

---

Molecular formula: C22H14AuN6S2Te4
Method: DFT, ωB97M-V/def2-TZVPD

```
49
Properties=species:S:1:pos:R:3:forces:R:3
Au 0.203542 0.020401 -0.150103 0.32 -0.17 -0.05
Te 4.269522 -1.774106 1.922057 0.03 -0.04 0.14
Te 2.358389 -1.457339 -0.596764 -0.32 0.23 -0.12
Te 3.545667 -4.276646 1.817872 0.08 0.06 0.01
Te 1.508759 -3.915539 0.035245 -0.12 -0.03 -0.03
S -4.120419 -5.651730 -0.176017 0.10 -0.09 -0.01
S -2.306089 7.537160 0.109309 0.01 0.12 0.43
N -0.805831 6.949695 0.042124 -0.14 -0.10 -0.36
N -1.739863 1.518509 0.100960 0.10 -0.06 -0.04
N -3.140935 6.164480 0.240931 0.12 -0.04 -0.39
N -8.138923 -3.489616 0.120904 0.18 -0.11 -0.02
N -1.519230 -1.889050 -0.163468 -0.28 -0.14 0.05
N 0.838460 2.388097 -0.114371 0.04 0.19 0.02
C -3.092361 -4.192846 -0.171417 0.01 0.05 0.00
C -0.924715 5.630052 0.039441 0.41 -0.09 0.10
C -7.586152 -3.772464 -1.058557 -0.10 0.05 0.09
C -6.269028 -4.561475 1.175169 0.06 -0.03 0.00
C -2.255332 5.182456 0.152720 -0.27 -0.32 0.15
C -0.118708 3.317074 -0.033539 -0.27 -0.28 0.04
C 2.100111 2.775233 -0.209894 -0.04 -0.05 0.00
C -2.705937 -3.589105 -1.360079 -0.01 -0.03 -0.06
C -7.484037 -3.892568 1.209262 -0.10 0.06 -0.07
C -1.522021 2.842653 0.085809 0.36 -0.07 -0.03
C -2.984605 1.077434 0.206831 0.05 -0.05 -0.01
C -4.086137 1.923599 0.306741 0.01 -0.06 0.00
C -6.376576 -4.435664 -1.203608 0.06 -0.03 -0.02
C -1.929802 -2.442756 -1.307568 0.08 0.06 0.06
C 1.508497 5.076959 -0.157992 0.02 0.06 -0.02
C -2.568235 3.757859 0.179127 -0.09 0.32 0.05
C -1.874188 -2.489320 0.976232 0.04 0.05 -0.05
C -3.873053 3.280736 0.292240 -0.10 0.07 0.00
C 2.485830 4.112628 -0.236376 0.05 -0.03 0.00
C -5.696209 -4.825169 -0.059888 -0.13 0.10 0.02
C -2.654232 -3.632435 1.020438 -0.01 -0.02 0.07
C 0.176679 4.679179 -0.052721 -0.15 0.33 0.05
H -3.013724 -4.000809 -2.311913 0.01 0.02 0.01
H 3.531742 4.372849 -0.317618 -0.01 0.00 0.00
H 1.745756 6.133057 -0.176816 0.00 -0.02 0.01
H -3.110492 0.001546 0.208604 0.02 0.04 0.00
H -1.621602 -1.943747 -2.219343 0.00 0.01 0.00
H -8.137322 -3.454679 -1.935994 -0.02 0.01 0.01
H -5.976862 -4.647466 -2.186287 -0.01 0.01 0.00
H -2.920061 -4.079852 1.968964 0.02 0.02 -0.01
H -5.079433 1.505800 0.391143 0.01 0.01 0.00
H 2.838523 1.982991 -0.268100 0.01 0.01 -0.01
H -4.690108 3.987444 0.362617 0.01 -0.01 0.01
H -1.514316 -2.034418 1.892261 -0.01 0.02 -0.01
H -5.783826 -4.873143 2.090428 -0.01 0.01 0.00
H -7.952715 -3.671153 2.161202 -0.02 0.01 0.00
```
Forces are in eV/Å.

Its HOMO-LUMO gap (spin up / spin down) is 6.39 / 5.31 eV. The LUMO energy (spin up / spin down) is -3.80 / -5.06 eV. The value obtained for the largest force on an atom is 0.45 eV/A. The value obtained for the highest occupied orbital energy (spin up / spin down) is -10.19 / -10.37 eV. Its charge is +1. The relative energy (zero: lowest compared OMol25 entry of this formula, charge and spin) is 4.9 kcal/mol. Its total energy is -86512.6731 eV. As for the multiplicity: 3.

These are the natural (NBO) partial charges, in e, on atoms 1 to 5:
1 Au 0.621
2 Te 0.072
3 Te -0.099
4 Te 0.203
5 Te 0.056

---

Molecular formula: C22H14Br2N5O6Rh
Method: DFT, ωB97M-V/def2-TZVPD

```
50
Properties=species:S:1:pos:R:3:forces:R:3
Rh -0.125394 -0.195528 -0.390473 1.40 0.25 0.91
Br 1.259438 -3.619751 -3.912310 -0.01 0.00 -0.03
Br 6.380183 -2.678061 -1.729680 -0.02 0.01 -0.01
O -2.087064 -0.331630 -0.638629 -0.59 -0.02 -1.08
O -1.601809 0.103979 -2.723947 -0.68 0.08 -0.23
O 0.500158 -1.414901 -1.928370 -0.31 0.08 -0.10
O -3.668297 -0.196869 -2.126239 0.14 -0.01 0.02
O -1.876527 0.329738 3.218853 0.00 0.06 0.10
O -1.327674 2.937619 1.930990 -0.09 0.02 0.08
N -2.484271 -0.131485 -1.913863 0.44 -0.13 0.48
N 1.976388 -0.124275 -0.141003 0.28 -0.14 0.23
N -0.799025 0.790112 1.211067 0.19 -0.01 -0.05
N 0.017462 1.733305 -1.110573 -0.60 -0.13 -0.42
N -0.324491 -1.796922 0.829557 -0.15 -0.06 0.07
C 2.718844 0.615725 0.669142 0.12 -0.12 -0.04
C -0.916386 -1.468188 1.991993 -0.02 0.24 -0.05
C 0.115827 3.357425 -2.830722 0.08 -0.02 0.00
C 0.029544 -3.056777 0.589975 -0.06 -0.06 0.05
C -0.600831 2.615089 -0.310190 0.00 -0.14 0.24
C 2.603896 -1.053911 -0.952715 -0.02 0.15 0.01
C 2.133875 1.690291 1.528204 -0.07 -0.04 -0.01
C -0.895829 3.894250 -0.729272 0.05 0.12 -0.05
C 2.347816 -2.675746 -2.701442 0.11 -0.12 -0.01
C 0.381285 2.091667 -2.340084 0.12 0.05 0.02
C 3.990187 -1.297212 -0.908275 -0.05 -0.02 -0.02
C 3.719812 -2.953928 -2.639740 -0.09 -0.06 -0.09
C -0.547290 4.264391 -2.020508 -0.04 0.02 0.08
C 1.753838 -1.724104 -1.886636 -0.08 0.24 0.16
C -0.189693 -4.052953 1.527690 0.02 -0.01 -0.08
C -1.186865 -2.413978 2.954665 0.00 -0.10 0.07
C 4.744498 -0.513767 -0.012223 0.13 -0.08 -0.03
C -0.810337 -3.729548 2.720796 -0.05 0.06 0.07
C 4.526777 -2.280672 -1.770176 0.05 0.05 0.07
C -1.269793 0.002451 2.230876 0.08 -0.25 -0.13
C 4.121228 0.426954 0.737593 -0.09 0.11 0.06
C -0.975580 2.144723 1.093938 -0.03 0.00 -0.33
H 0.407802 3.610748 -3.839896 0.00 0.00 0.01
H -1.399758 4.558512 -0.041262 0.00 -0.01 -0.01
H 1.203545 1.374170 1.980646 0.00 0.01 0.08
H 4.685879 1.052640 1.414651 -0.02 -0.01 0.01
H -1.685441 -2.093272 3.858546 0.03 -0.01 0.01
H -1.000906 -4.493301 3.463226 -0.01 0.01 -0.01
H 1.936416 2.583295 0.930531 -0.03 0.00 0.01
H -0.795893 5.249951 -2.392047 0.02 0.00 0.01
H 4.135198 -3.704729 -3.297613 -0.02 0.00 0.00
H 0.880870 1.334566 -2.929548 -0.12 -0.05 -0.03
H 0.477941 -3.257066 -0.372432 -0.03 -0.01 -0.02
H 2.832079 1.962845 2.316116 0.03 0.01 -0.04
H 5.813822 -0.661179 0.058048 -0.01 0.00 0.00
H 0.114270 -5.066241 1.306079 0.00 0.01 0.00
```
Forces are in eV/Å.

Its HOMO-LUMO gap is 7.34 eV. The LUMO energy is -0.60 eV. The value obtained for the largest force on an atom is 1.69 eV/A. The value obtained for the highest occupied orbital energy is -7.94 eV. The relative energy (zero: lowest compared OMol25 entry of this formula, charge and spin) is 5.8 kcal/mol. Its total energy is -185869.4105 eV. As for the multiplicity: 1.

These are the natural (NBO) partial charges, in e, on atoms 1 to 5:
1 Rh 1.119
2 Br 0.086
3 Br 0.055
4 O -0.529
5 O -0.445

---

Molecular formula: C22H14GaN3O7S
Method: DFT, ωB97M-V/def2-TZVPD

```
48
Properties=species:S:1:pos:R:3:forces:R:3
Ga -0.087542 0.792060 0.450548 -0.22 -0.09 0.25
S -0.000952 0.798417 -2.287181 0.00 0.37 -0.01
O 3.453212 0.172114 2.253244 0.02 -0.11 0.03
O 0.656190 1.768202 -1.385969 0.06 0.15 -0.13
O -2.467094 3.760417 1.772150 -0.16 -0.14 0.10
O -0.968577 1.265654 -3.230259 0.02 -0.08 -0.05
O 1.669669 0.003285 0.885418 0.08 -0.15 -0.03
O -1.640740 2.019351 0.594813 -0.14 -0.10 0.12
O 1.712030 4.285060 4.979695 -0.11 0.00 -0.06
N -0.545872 -0.169031 -1.158769 -0.24 -0.40 0.20
N 0.467772 1.921114 1.968405 0.02 0.00 -0.01
N -1.226783 -0.834209 1.234523 -0.05 -0.08 -0.24
C -2.900925 -2.956473 1.834126 -0.06 -0.08 -0.05
C 0.016551 3.732262 3.371927 0.00 0.00 0.01
C 3.331099 -1.240439 -3.090256 0.01 -0.01 -0.01
C 2.100638 2.476891 3.549538 -0.01 -0.01 -0.02
C 3.262798 -1.391225 -4.471439 0.00 -0.01 0.00
C -0.346412 2.892170 2.346528 0.01 -0.13 0.14
C -1.434165 -1.224278 -1.117185 0.20 0.25 0.12
C -1.501507 -1.135674 2.479069 -0.02 -0.01 0.06
C -2.342072 -2.206898 2.828454 0.05 0.07 0.01
C -1.771433 -1.584354 0.225961 0.13 0.17 0.11
C -1.974133 -1.928740 -2.152736 -0.14 -0.17 -0.13
C -1.637723 2.911780 1.530355 0.29 0.35 -0.40
C 1.260716 3.514211 3.970576 0.10 0.11 0.17
C -2.628035 -2.661072 0.479459 -0.11 -0.13 0.02
C 1.180151 -0.190878 -4.527159 0.08 -0.05 0.06
C 1.652510 1.689883 2.519132 -0.06 0.03 0.03
C 2.329909 -0.566384 -2.414781 -0.06 -0.01 -0.09
C -3.169487 -3.383328 -0.616818 0.03 0.04 0.10
C 2.361375 0.510701 1.860158 0.01 0.17 -0.16
C -2.847064 -3.013676 -1.888221 0.08 0.10 -0.08
C 2.195266 -0.871438 -5.187574 -0.01 0.01 -0.01
C 1.265287 -0.051033 -3.150798 0.13 -0.08 -0.03
H -3.833819 -4.216428 -0.428521 0.00 0.01 0.01
H 2.367354 -0.442868 -1.338619 -0.01 0.01 -0.01
H 2.151855 -0.990908 -6.261953 0.00 0.00 0.00
H 0.339896 0.232793 -5.059297 0.00 0.00 0.00
H 4.167440 -1.647708 -2.537940 0.00 0.00 -0.01
H 4.051658 -1.919206 -4.991662 0.00 0.00 0.00
H -2.535802 -2.414674 3.870728 0.00 0.01 0.00
H 3.062876 2.305536 4.008839 0.00 0.01 0.00
H -0.652038 4.524775 3.682951 0.01 0.00 -0.01
H -3.559540 -3.783251 2.072348 0.01 0.00 -0.01
H -1.739884 -1.653338 -3.172747 -0.01 -0.02 0.00
H -1.049349 -0.513148 3.242848 0.00 0.00 0.00
H 1.067034 4.973978 5.183029 0.05 -0.03 0.01
H -3.262338 -3.559997 -2.724939 0.01 0.01 -0.01
```
Forces are in eV/Å.

Its HOMO-LUMO gap is 8.04 eV. The LUMO energy is -0.60 eV. The value obtained for the largest force on an atom is 0.60 eV/A. The value obtained for the highest occupied orbital energy is -8.64 eV. Its total energy is -105059.6661 eV. As for the multiplicity: 1.

These are the natural (NBO) partial charges, in e, on atoms 1 to 5:
1 Ga 1.925
2 S 2.345
3 O -0.593
4 O -0.966
5 O -0.600